The following is a quantum chemistry calculation of a structure of composition C49H115FeN3O11 in a non-equilibrium geometry, from the OMol25 dataset.

```
179
Properties=species:S:1:pos:R:3:forces:R:3:lowdin_charge:R:1
C -28.47035 -24.77258 4.67607 -0.57 -0.22 -0.57 -0.038
H -24.32584 -25.99628 4.06664 -0.07 0.15 1.32 0.085
H -29.51879 -28.41091 0.28178 0.23 -0.55 -0.28 0.079
C -23.66294 -23.24001 -0.29334 0.30 1.10 -0.10 -0.488
H -22.53431 -23.12381 1.48399 0.45 0.00 0.21 0.067
N -19.64422 -26.67099 3.39006 3.58 1.15 1.71 -0.138
H -27.57068 -21.74847 2.51527 0.45 -0.05 -0.41 0.075
C -27.66017 -28.22607 9.45860 -0.20 -0.06 0.07 -0.145
C -27.21239 -22.51657 -0.82177 0.31 1.18 0.45 -0.449
H -17.37830 -27.38831 5.06503 -0.29 -0.63 -0.49 0.118
H -26.27080 -21.97432 -0.73534 0.99 -0.23 -0.12 0.063
H -27.40236 -22.13072 4.16958 0.44 -0.35 0.21 0.060
H -28.60897 -25.40198 7.76811 -0.11 -0.04 -0.15 0.069
C -19.66179 -25.18197 3.45920 2.02 0.22 0.07 -0.417
O -27.23408 -23.72277 -0.14389 0.50 -1.12 -0.35 -0.330
H -18.45134 -23.73389 4.52775 -0.43 0.30 0.17 0.115
O -20.58070 -27.06420 2.55806 -2.93 -1.32 -2.12 -0.027
H -23.46196 -25.12259 0.07575 0.29 -0.87 -0.01 0.058
H -26.03929 -27.89780 4.54772 -0.21 0.42 -0.01 0.045
H -25.70813 -26.69931 6.19094 0.00 0.24 -0.88 0.060
H -23.94214 -34.85344 4.26797 -0.30 0.38 0.30 0.076
H -19.89587 -29.33554 3.49829 -0.35 -0.19 0.13 0.077
H -21.56731 -23.58308 0.03582 0.35 0.39 0.14 0.074
C -23.48014 -32.63695 4.09057 -0.03 0.31 1.29 -0.454
O -26.70855 -26.67418 -0.44095 0.36 -0.29 1.38 -0.081
H -28.66861 -28.49293 9.77473 -0.30 0.39 0.10 0.119
C -23.95001 -32.41904 2.64579 -0.43 -0.21 0.26 -0.038
C -22.21147 -31.69847 4.29954 0.01 -1.67 -0.84 -0.132
Fe -26.07340 -25.11647 0.98316 0.16 0.73 0.29 0.866
H -21.71280 -27.83123 4.87237 -0.10 0.00 -0.29 0.066
H -26.89022 -26.53683 -1.37355 -0.35 -0.10 0.00 0.118
C -28.68865 -26.17347 8.53398 -0.23 0.85 -0.22 -0.032
C -21.92177 -28.97229 0.00914 0.20 0.02 0.15 -0.049
H -23.35445 -26.97125 -2.50710 0.11 -0.04 -0.04 0.076
N -24.54978 -32.17506 5.00379 2.02 1.49 1.67 -0.118
O -26.38290 -26.18265 6.63742 0.05 0.09 0.06 -0.025
H -24.41087 -21.31853 4.63476 0.24 0.02 0.11 0.091
H -25.54001 -30.07371 6.05898 0.24 0.19 0.09 0.049
H -21.12579 -27.67666 -1.44292 -0.14 0.20 -0.53 0.133
H -19.03007 -25.30095 6.24277 -0.23 0.60 0.09 0.100
H -21.20309 -26.58124 5.96289 0.52 0.51 -0.49 0.067
C -25.04862 -28.08667 4.13420 -0.30 0.17 0.21 -0.076
H -20.93761 -24.65036 5.16941 -0.45 -0.13 -0.16 0.066
H -24.94229 -21.78753 2.25484 -0.21 -0.08 -0.20 0.137
H -27.30076 -29.20654 9.14620 0.83 0.07 0.11 0.112
H -22.44174 -34.48116 3.53138 0.20 0.07 -0.16 0.072
H -24.92176 -22.92804 5.10176 -0.52 -0.05 -0.04 0.087
C -25.49545 -27.11013 10.17223 -0.62 0.78 0.58 -0.124
H -24.85322 -33.76444 7.20433 -0.07 -0.18 -0.38 0.072
H -23.22004 -26.22871 8.94332 0.04 -0.51 0.06 0.091
N -26.38110 -26.92696 7.83464 0.35 -0.22 1.93 -0.087
H -23.81565 -25.98439 7.32231 -0.21 0.89 0.08 0.061
C -30.06630 -26.24799 3.17457 1.45 1.40 -0.30 -0.014
H -22.54413 -34.30351 5.25313 -0.26 0.07 0.18 0.067
H -24.43568 -28.43234 4.96662 0.20 -0.18 0.06 0.052
C -19.55891 -27.52340 4.59872 0.38 1.11 0.80 -0.468
H -24.42721 -31.46125 2.43839 0.44 0.48 0.49 0.074
H -29.23617 -24.01290 4.51954 0.31 0.55 0.06 0.085
H -22.92115 -22.23139 -1.92257 0.09 0.03 -0.48 0.087
H -26.62207 -24.49888 9.17147 0.09 0.09 0.21 0.071
H -27.24945 -30.11664 4.43546 -0.18 -0.32 0.40 0.062
H -26.79731 -28.25316 11.42879 -0.02 -0.03 0.10 0.110
H -25.18201 -30.24376 7.80681 0.45 -0.01 -0.06 0.082
C -18.35513 -27.05352 5.41408 0.72 0.70 0.57 -0.140
C -24.56952 -22.33015 4.26119 0.90 0.75 0.68 -0.049
H -28.68827 -25.22350 5.64420 -0.10 -0.42 -0.25 0.049
H -22.73497 -28.96356 0.73491 -0.17 -0.27 0.00 0.086
H -23.92552 -27.52478 7.78367 0.25 -0.64 1.05 0.072
C -23.10688 -34.15599 4.33136 0.38 0.85 -0.70 -0.016
H -17.38425 -24.73986 3.80520 -0.31 -0.86 -1.06 0.117
C -21.76244 -31.53810 5.73019 -1.19 0.56 -0.67 -0.176
C -20.86088 -27.48404 5.45700 -0.49 -0.49 0.23 -0.019
H -23.61579 -22.77508 3.97742 0.18 0.15 -0.04 0.070
H -28.51611 -22.94447 -2.51713 -0.49 0.03 0.28 0.052
C -26.86654 -21.66405 3.34301 0.38 0.43 0.15 -0.023
C -28.08653 -30.04087 3.74145 0.01 0.00 -0.32 -0.038
C -18.36602 -24.79097 4.27595 -0.86 1.06 0.25 -0.146
H -21.00461 -30.77343 5.90067 0.29 -0.15 -0.51 0.082
H -22.61199 -31.14636 7.49613 -0.43 0.72 0.62 0.110
C -19.39554 -24.60910 2.03776 0.49 -0.09 -0.15 -0.033
H -25.61329 -24.17843 3.51719 0.03 -0.30 -0.04 0.063
H -21.34936 -32.47767 6.09718 -0.34 -0.06 0.35 0.111
H -17.32511 -25.18165 6.07303 0.24 -0.50 0.03 0.115
C -23.31449 -27.82452 -1.83003 0.62 -0.63 -0.04 -0.029
H -22.17270 -21.83886 0.31576 0.57 -0.20 -0.09 0.086
H -20.00531 -24.91236 1.18670 -0.67 -0.03 0.50 0.060
O -25.70261 -23.64700 2.72271 0.30 -0.29 -0.88 -0.109
C -22.07054 -27.77074 -0.90750 -1.36 -0.23 -0.23 -0.439
H -18.54268 -27.51946 6.38146 0.48 0.10 0.30 0.120
H -27.62981 -29.47294 2.93091 -0.56 0.46 -0.12 0.067
H -18.39750 -24.86974 1.68550 0.20 -0.32 0.37 0.080
H -29.72251 -26.51581 8.57915 -0.03 -0.02 -0.01 0.094
C -24.29953 -31.79981 6.45998 1.01 0.52 -0.62 -0.425
H -19.37405 -29.62517 5.16442 -0.06 0.24 0.05 0.074
H -28.45721 -25.66613 9.47054 -0.01 -0.17 0.09 0.069
H -21.48125 -32.28316 3.74007 0.49 0.37 -0.28 0.109
H -29.25806 -26.82260 -0.27990 0.07 0.28 0.12 0.078
H -23.33386 -27.16512 3.38129 0.69 -0.31 -0.67 0.062
C -22.97562 -30.99139 6.48032 0.73 -1.35 1.80 -0.147
H -23.08452 -32.52589 1.99187 -0.23 -0.29 -0.25 0.085
C -28.84427 -27.82883 -0.34616 -0.14 1.11 -0.10 -0.043
C -27.75693 -27.31854 8.23427 0.15 -0.85 -1.24 -0.495
H -23.10629 -29.91814 6.34188 -0.11 -0.09 -0.42 0.097
O -24.97538 -26.46393 2.28829 -0.81 0.01 -1.45 -0.309
H -24.70532 -32.71628 8.48314 0.08 0.78 0.03 0.072
H -25.62816 -28.84366 0.26915 0.09 -0.09 0.52 0.071
H -27.56790 -28.96124 6.77277 0.39 0.24 -0.01 0.055
H -27.97034 -26.61439 3.81210 0.20 -0.21 -0.56 0.112
H -25.20325 -26.43503 10.97657 0.31 0.35 -0.12 0.103
C -27.41101 -27.78084 0.17936 -1.86 0.13 -0.48 -0.465
H -22.91799 -24.00467 -2.09538 0.04 0.02 -0.41 0.087
H -28.90674 -28.04871 -1.41193 -0.01 -0.61 0.02 0.084
H -19.35818 -23.52125 2.09514 -0.36 0.10 0.04 0.084
H -18.24500 -29.17461 3.90111 0.17 0.49 0.14 0.088
H -21.90031 -26.88700 0.76222 0.15 0.46 0.40 0.052
H -29.17829 -33.29984 4.04249 -0.37 -0.08 -0.45 0.077
H -26.34806 -31.25337 7.03168 -0.11 -0.29 -0.01 0.077
H -28.63569 -27.72340 6.14074 0.06 0.41 0.20 0.063
H -26.18529 -32.12668 4.34588 -0.94 -0.49 -0.46 0.046
C -20.96180 -24.53075 4.08627 1.48 -0.47 -0.59 -0.004
H -30.69746 -26.61003 3.98615 0.61 -0.44 0.18 0.074
H -27.55239 -27.61798 1.24781 0.74 0.72 0.06 0.114
C -28.30891 -28.21427 7.05745 0.24 -0.16 0.61 -0.016
H -29.12468 -28.84154 7.41680 -0.38 0.29 0.17 0.083
C -29.04763 -32.26537 4.36012 0.15 -0.74 -0.51 -0.040
O -24.19703 -24.50620 0.03921 -0.41 0.39 0.48 -0.082
H -28.93587 -29.58028 4.24601 0.15 0.38 -0.22 0.086
H -27.35085 -32.76425 2.32788 -0.10 -0.17 0.04 0.111
H -21.82513 -24.95940 3.57733 -0.39 -0.02 0.43 0.068
H -30.04384 -26.88899 2.29325 -0.01 -0.41 0.32 0.055
H -21.84195 -29.93485 -0.49603 -0.31 0.08 -0.19 0.085
H -30.01996 -31.88971 4.67880 0.13 0.06 0.16 0.083
H -30.61672 -25.36960 2.83755 -0.01 0.39 -0.11 0.069
H -26.94403 -22.93815 -3.01019 0.70 0.10 0.19 0.046
H -24.78002 -27.91832 10.32418 -0.05 -0.30 -0.93 0.113
C -25.57583 -24.79869 9.11152 -0.30 -0.08 -1.13 -0.024
H -26.79979 -20.61237 3.62161 0.15 0.18 -0.15 0.074
H -26.54891 -29.28028 -1.06566 -0.45 -0.15 -0.28 0.087
H -20.96867 -23.46281 3.86819 0.09 -0.01 -0.08 0.078
C -18.21622 -25.54160 5.55879 -1.35 -0.29 1.19 -0.196
H -23.30480 -28.75766 -2.39329 0.29 0.06 -0.42 0.076
C -25.43058 -26.29898 8.82276 0.86 -1.53 0.55 -0.452
C -23.49641 -23.14315 -1.76173 0.75 0.08 -0.90 -0.050
O -27.25055 -31.90755 2.74932 1.29 -0.53 -0.55 -0.071
C -26.89778 -27.55387 10.59872 0.10 -0.79 -0.45 -0.173
C -25.46099 -22.28664 3.07334 -2.10 -0.46 0.39 -0.428
H -29.14233 -31.40354 2.37097 -0.47 0.41 0.12 0.137
H -28.70481 -24.65060 1.97770 0.31 0.56 -0.82 0.095
O -27.99389 -25.21589 2.28858 -0.82 -0.53 0.74 -0.089
C -19.24253 -28.98060 4.29533 -0.52 -0.53 -1.29 -0.030
H -27.45722 -24.38371 4.77827 -0.19 0.24 -0.20 0.062
H -24.43950 -23.05173 -2.30054 -0.01 -0.25 0.07 0.077
C -23.99579 -26.53891 8.24326 -0.87 0.37 -0.91 -0.040
H -24.78229 -33.08495 2.41781 0.43 -0.59 -0.24 0.070
H -25.13888 -24.31702 8.23678 -0.20 0.45 0.04 0.071
H -21.37160 -26.69997 2.96230 -1.26 -0.30 -0.27 0.056
H -24.36645 -22.42143 -0.14142 -0.47 -0.45 1.15 0.112
H -23.28927 -33.42813 7.82106 0.51 0.50 -0.58 0.073
C -28.55872 -25.75515 3.49023 -1.19 -1.17 1.19 -0.400
H -24.27266 -27.88164 -1.31356 0.27 0.35 0.59 0.053
C -26.66418 -29.03614 -0.00963 1.77 -0.73 -0.68 -0.053
C -24.38686 -26.89151 3.44783 -0.86 0.72 -0.38 -0.443
H -27.00337 -29.92526 0.52189 -0.30 0.23 0.12 0.080
C -24.22035 -32.94008 7.53298 -1.22 -0.92 -0.51 -0.029
H -20.98546 -28.86356 0.55649 0.05 0.06 0.20 0.072
H -20.84738 -28.17792 6.29750 0.49 -0.40 -0.07 0.078
C -22.32707 -22.91124 0.43520 -2.05 -0.68 -0.08 -0.018
H -25.01751 -24.45943 9.98403 -0.08 -0.25 0.04 0.085
C -25.38026 -30.77645 6.87674 -0.69 -0.73 -0.43 -0.052
O -25.74608 -32.83362 4.82434 -0.50 -0.44 0.15 -0.028
C -28.46317 -31.41322 3.22346 -0.40 0.07 1.09 -0.484
O -22.25416 -26.61598 -0.08804 0.36 0.19 0.17 -0.069
H -28.35970 -32.42770 5.18988 0.08 0.76 0.20 0.073
H -25.22459 -28.91532 3.44829 0.41 -0.05 -0.21 0.070
H -27.47891 -26.71759 10.98734 0.02 0.10 -0.10 0.103
C -27.59707 -22.38825 -2.33252 -0.74 -1.83 0.09 -0.095
H -22.34123 -30.73906 3.79874 -0.26 0.03 0.03 0.113
H -27.79383 -21.80816 -0.23171 -0.98 0.32 -0.19 0.082
H -27.77663 -21.41583 -2.79107 0.33 0.36 0.67 0.060
```
Forces are in eV/Å.

Values from the calculation:
**Spin multiplicity**: 5
**Calculated total energy**: -114051.7415 eV
**Kohn-Sham gap (alpha / beta)**: 8.025 / 8.070 eV
**Charge**: 0